No. 1
# C5H5N

One molecule with the formula C5H5N at a distorted geometry (ωB97M-V/def2-TZVPD, the Open Molecules 2025 dataset).

XYZ file:
```
11
C5H5N ωB97M-V/def2-TZVPD
C -1.5203 -0.0291 0.0414
C -0.8337 1.1519 -0.0893
C -0.6795 -1.1282 0.0262
C 0.5173 0.7245 -0.2181
C 1.7443 -0.0136 0.1575
N 0.5521 -0.6568 -0.2592
H -2.5164 0.0316 0.1158
H -1.2620 2.0319 -0.1968
H -0.8677 -2.1642 -0.0587
H 2.6228 -0.0555 -0.6769
H 2.2431 0.1075 1.1579
```

Its multiplicity is 1. The relative energy (zero: lowest compared OMol25 entry of this formula, charge and spin) is 96.6 kcal/mol. As for the structure (SMILES): c1cc2n(c1)C2. Its electronic energy is -6751.7207 eV. As for the net charge: 0.

***

No. 2
# C30H78N4O14

A 7-piece molecular cluster, C30H78N4O14 overall at a distorted geometry (ωB97M-V/def2-TZVPD, the Open Molecules 2025 dataset).

XYZ file:
```
126
C30H78N4O14 ωB97M-V/def2-TZVPD
C -2.9427 2.1865 2.7938
O -1.5807 2.3175 3.1298
C -0.7097 2.3905 1.9908
C -0.8877 3.6505 1.2618
N -0.0167 3.5485 0.0908
C 0.0373 4.7565 -0.6932
C 1.0843 4.4435 -1.7882
O 1.2123 5.3895 -2.6212
C 0.2283 5.5795 -3.5622
H -3.6297 2.0295 3.6388
H -3.0487 1.3105 2.0888
H -3.3377 3.1075 2.3388
H -1.1067 1.5795 1.3478
H 0.1823 2.2325 2.4238
H -0.4777 4.4625 1.8378
H -1.9847 3.7595 1.1198
H -0.3997 2.8205 -0.5362
H 0.2873 5.7085 -0.2012
H -0.9157 5.0955 -1.1242
H 0.8903 3.4625 -2.1712
H 2.0153 4.4195 -1.2762
H 0.2363 4.7185 -4.2712
H 0.1873 6.5585 -4.1312
H -0.7777 5.5935 -3.0882
C -7.5367 -0.4775 -3.9412
O -6.8327 0.7685 -4.0202
C -5.3457 0.6725 -3.8692
C -4.5557 0.0795 -5.0222
N -3.1737 0.0735 -4.6732
C -2.5727 -1.1655 -4.3322
C -1.1977 -1.0235 -3.7892
O -0.7337 -1.8325 -2.9662
C -0.6127 -3.1675 -3.2952
H -7.3807 -0.7995 -2.8992
H -7.2427 -1.2745 -4.5992
H -8.5397 -0.2975 -4.1322
H -5.0457 0.1885 -3.0152
H -5.0557 1.7535 -3.7612
H -4.7557 0.5915 -5.9412
H -4.8827 -0.9475 -5.2432
H -2.7037 0.3365 -5.5722
H -2.7387 -1.9475 -5.1042
H -3.1717 -1.5375 -3.4882
H -1.1047 -0.0665 -3.4052
H -0.6017 -1.1375 -4.6972
H -1.5427 -3.6335 -3.3972
H -0.0817 -3.5325 -2.4092
H -0.0747 -3.2735 -4.2282
C 1.0363 -5.4315 0.2718
O 2.0393 -5.2595 1.2808
C 1.9923 -4.1035 2.0738
C 3.2123 -4.0435 3.0598
N 3.2823 -2.7855 3.7208
C 4.2483 -2.8775 4.7548
C 4.4133 -1.4365 5.2618
O 5.3263 -1.1555 6.0568
C 5.2423 0.1405 6.5238
H 0.9913 -4.4615 -0.2412
H 0.0503 -5.6715 0.5878
H 1.4483 -6.2485 -0.2852
H 0.9943 -3.9325 2.5908
H 2.2603 -3.3475 1.3858
H 4.0413 -4.2685 2.4398
H 3.1183 -4.8845 3.8028
H 2.4133 -2.5355 4.0758
H 5.1553 -3.2835 4.3018
H 3.8283 -3.5265 5.5498
H 3.4503 -1.2405 5.5888
H 4.4883 -0.6125 4.4828
H 5.8723 0.2585 7.4358
H 4.2893 0.4005 6.8358
H 5.5873 0.7805 5.6948
C 0.6253 -0.3485 4.1378
O 1.8643 0.2755 3.8218
C 2.1753 0.1835 2.4058
C 3.5733 0.7565 2.1228
N 3.7773 0.8505 0.6858
C 3.4493 2.2185 0.2548
C 3.8703 2.2605 -1.2622
O 3.2513 1.5455 -2.0402
C 3.4003 2.0905 -3.3522
H 0.6283 -1.3875 3.7698
H -0.1967 0.1935 3.8178
H 0.5583 -0.3795 5.1918
H 1.5453 0.7855 1.7668
H 2.0063 -0.6995 1.9248
H 4.3243 0.1155 2.3968
H 3.7413 1.7355 2.6628
H 4.7383 0.6185 0.6398
H 3.9683 2.9925 0.8568
H 2.3673 2.4745 0.3748
H 4.8923 2.0935 -1.3342
H 3.7883 3.3085 -1.5762
H 4.4153 2.3075 -3.5932
H 2.6573 2.8795 -3.5282
H 3.2693 1.3245 -4.1132
C -1.8427 -3.2765 0.8878
C -1.7947 -2.2225 1.8228
O -0.5787 -1.5715 1.6238
O -1.8887 -2.7175 -0.4122
H -2.6427 -3.9485 1.1618
H -1.1077 -3.9985 0.9638
H -1.7567 -2.7915 2.6868
H -2.6407 -1.5685 1.6948
H -0.6477 -0.9185 0.8688
H -1.0237 -2.4255 -0.4912
C -4.6257 1.0965 -0.4972
C -3.7597 -0.0425 -0.6402
O -4.3127 -1.2825 -0.3162
O -3.8277 2.1305 -0.1212
H -5.1997 0.8335 0.3348
H -5.2597 1.3435 -1.3072
H -2.8167 0.1365 -0.2192
H -3.5907 -0.0355 -1.6702
H -3.5997 -1.9365 -0.4772
H -3.1157 2.2915 -0.6932
C 0.8833 -0.1025 -1.0042
C 1.4273 -1.3995 -0.8332
O 2.8023 -1.3995 -1.3552
O -0.4397 -0.0985 -0.5262
H 0.9863 0.2535 -2.0062
H 1.4183 0.6915 -0.5612
H 0.7563 -2.1825 -1.1662
H 1.3943 -1.6805 0.2068
H 3.2123 -0.6785 -0.9222
H -0.9397 -0.6355 -1.1062
```

Its multiplicity is 1. The relative energy (zero: lowest compared OMol25 entry of this formula, charge and spin) is 189.5 kcal/mol. As for the structure (SMILES): COCCNCCOC.COCCNCCOC.COCCNCCOC.COCCNCCOC.OCCO.OCCO.OCCO. Its electronic energy is -66984.5150 eV. As for the net charge: 0.

***

No. 3
# C12H19N2O2

A 2-piece molecular cluster, C12H19N2O2 overall at a distorted geometry (ωB97M-V/def2-TZVPD, the Open Molecules 2025 dataset).

XYZ file:
```
35
C12H19N2O2 ωB97M-V/def2-TZVPD
C -3.0953 4.2527 -0.7557
O -2.2532 3.6265 -1.6943
C -1.2151 2.8551 -1.1529
C -0.3828 2.1873 -2.0661
C 0.6644 1.4096 -1.6483
C 0.9365 1.2605 -0.2658
C 1.9934 0.4905 0.2240
O 2.2375 0.3638 1.5606
C 3.3839 -0.4059 1.8493
C 0.0970 1.9342 0.6477
C -0.9487 2.7072 0.2180
H -3.8690 4.8034 -1.2931
H -3.5745 3.5028 -0.1259
H -2.5232 4.9561 -0.1503
H -0.5942 2.3083 -3.1144
H 1.2895 0.9059 -2.3648
H 2.6487 -0.0234 -0.4610
H 3.5086 -0.4508 2.9342
H 3.2604 -1.4160 1.4581
H 4.2623 0.0613 1.4017
H 0.3125 1.8207 1.6964
H -1.5662 3.2083 0.9407
C 0.9766 -3.4707 0.6370
N -0.3677 -3.0202 0.3028
C -0.9464 -2.0446 1.2138
N -0.7419 -2.9720 -1.0163
C -1.2318 -3.9616 -1.6417
H 1.0496 -3.7087 1.6942
H 1.2281 -4.3559 0.0601
H 1.6913 -2.6871 0.4053
H -0.8214 -2.3634 2.2454
H -0.4617 -1.0813 1.0784
H -2.0078 -1.9410 1.0027
H -1.4736 -3.8745 -2.6830
H -1.4656 -4.8772 -1.1369
```

Its multiplicity is 1. Its electronic energy is -19817.0566 eV. As for the net charge: +1.

***

| no. | HOMO-LUMO gap (eV) |
| --- | --- |
| 1 | 9.2 |
| 2 | 9.0 |
| 3 | 4.6 |